Below is C10H14BClN6O4Sr as an isolated structure in a non-equilibrium geometry, with properties calculated with wB97M-V/def2-TZVPD.

The geometry in ORCA input format:
```
! RIJCOSX wB97M-V def2-TZVPD def2/J DEFGRID3
* xyz 0 1
H -0.017 3.028 1.993
N 0.078 1.691 0.344
B 0.516 0.602 -1.890
N 0.517 1.845 -0.953
C 0.943 3.107 -1.162
Sr -1.468 -0.542 1.401
H 1.346 3.385 -2.130
C 0.770 3.807 0.032
H 0.989 4.841 0.202
C 0.240 2.877 0.951
H 0.843 0.907 -2.994
C -0.898 -2.952 1.210
H -1.868 -3.265 1.653
H -0.070 -3.395 1.758
H -0.922 -3.256 0.163
N -0.930 0.008 -1.887
N 1.527 -0.417 -1.293
N -1.597 -0.341 -0.677
N 1.260 -0.961 -0.056
C -1.765 -0.201 -2.919
C 2.711 -0.863 -1.771
H -1.429 0.002 -3.924
H 3.083 -0.525 -2.728
C -2.965 -0.703 -2.436
C 3.243 -1.739 -0.820
C -2.837 -0.788 -1.045
C 2.295 -1.767 0.232
H -3.818 -0.978 -3.011
H 4.162 -2.277 -0.893
H -3.538 -1.142 -0.279
H 2.334 -2.354 1.138
H -2.581 1.755 1.711
O 0.133 -1.249 3.530
Cl -0.007 0.135 4.059
O -1.450 0.492 3.869
O 0.378 0.215 5.420
O 0.792 1.020 3.203
*
```

Summary:
HOMO energy (spin up / spin down)	-8.586 / -8.589	eV
largest force on an atom	0.13730	hartree/bohr
HOMO-LUMO gap (spin up / spin down)	6.38 / 6.32	eV
E	-41752.151	eV
lowest unoccupied orbital energy (spin up / spin down)	-2.2 / -2.3	eV

---

Below is a 2-piece molecular cluster, C4H5BN2O overall in a non-equilibrium geometry, with properties calculated with wB97M-V/def2-TZVPD.

The geometry in ORCA input format:
```
! RIJCOSX wB97M-V def2-TZVPD def2/J DEFGRID3
* xyz 0 1
B 3.218 -0.384 -0.400
C -0.502 -0.046 1.260
C -1.505 -0.505 -0.818
C -0.839 1.571 -0.267
C -1.059 -0.989 0.404
N -0.389 1.229 0.927
N -1.394 0.769 -1.157
O 4.293 -0.019 -0.061
H 2.181 -0.756 -0.715
H -0.135 -0.307 2.245
H -1.969 -1.152 -1.553
H -0.744 2.614 -0.545
H -1.154 -2.024 0.681
*
```

Summary:
HOMO energy	-10.068	eV
relative energy (zero: lowest compared OMol25 entry of this formula, charge and spin)	0.0	kcal per mole
largest force on an atom	0.02607	hartree/bohr
HOMO-LUMO gap	10.57	eV
E	-9933.454	eV
SMILES string	c1cncnc1.B=O
lowest unoccupied orbital energy	0.5	eV

---

- What is the largest force on an atom in the first record?
  0.13730 hartree/bohr

---

- Which value of E does entry 2 give?
  -9933.454 eV

---

- Which of these has the highest E?
  C4H5BN2O